Record 1
This record from the Open Molecules 2025 dataset describes a structure of composition C3H9NO2S at a distorted geometry. The level of theory is ωB97M-V/def2-TZVPD.

Results
Relative energy (zero: lowest compared OMol25 entry of this formula, charge and spin)   3.238 eV
Energy   -723.0494 a.u.
LUMO   0.023 Ha
E_HOMO   -9.15 eV
Spin multiplicity   1

```
16
Properties=species:S:1:pos:R:3:forces:R:3
C -0.4492 1.0370 0.9570 0.7765 0.0728 -0.7432
C 1.2259 -0.7738 0.5856 -1.6783 1.9156 3.4410
C 0.4848 0.7060 -1.3143 -2.7650 -1.8954 1.3300
N 0.0518 -0.0534 0.1477 0.6795 1.2803 -5.0391
O -1.4580 -2.6643 -0.5868 0.4780 1.0468 0.2254
O -2.5100 -0.4811 -0.7008 -1.0448 1.4741 -1.1896
S -1.7118 -1.3768 0.0515 0.1329 -2.5106 1.1038
H -1.0151 0.6477 1.7349 -0.8187 -0.8324 1.9429
H 0.4707 1.4701 1.3030 -0.0338 1.2787 0.6656
H -1.1656 1.7060 0.4420 0.9010 -0.3432 -0.1100
H 1.6551 -1.2554 -0.1768 1.5132 -1.9157 -2.9210
H 1.8687 -0.0343 0.9827 1.4399 0.8243 0.3013
H 1.0942 -1.4381 1.4352 -0.7130 -0.3431 -0.0590
H 1.4123 1.2945 -1.3413 -0.2542 -0.3507 0.6556
H 0.4865 -0.1180 -2.0771 0.1240 0.8484 0.7379
H -0.4403 1.3340 -1.4425 1.2629 -0.5497 -0.3417
```
Positions in Å, forces in eV/Å.



Record 2
This record from the Open Molecules 2025 dataset describes a structure of composition C3H9NO2S at a distorted geometry. The level of theory is ωB97M-V/def2-TZVPD.

Results
Relative energy (zero: lowest compared OMol25 entry of this formula, charge and spin)   4.222 eV
Energy   -723.0132 a.u.
LUMO   0.019 Ha
E_HOMO   -8.12 eV
Spin multiplicity   1

```
16
Properties=species:S:1:pos:R:3:forces:R:3
C 1.2656 -0.1566 1.1765 -0.5266 -2.1062 2.5535
C 1.3367 -0.1354 -1.2263 2.3544 0.4030 -1.1442
C -0.5142 0.8644 -0.0421 -2.3579 1.1840 2.6008
N 0.8256 0.4748 -0.0156 -0.2149 0.5729 -1.1497
O -3.0645 0.2081 -0.2273 1.7227 -0.2542 -1.7829
O -1.3983 -1.6544 -0.5668 0.0447 0.1292 -0.2494
S -1.7174 -0.5681 0.3553 -0.0635 0.5212 0.5640
H 1.6627 -1.1957 1.0784 -0.4154 0.5689 -0.6022
H 2.0466 0.3410 1.7069 0.7575 0.8980 0.0890
H 0.4764 -0.3102 1.9942 0.5995 0.4822 -1.3872
H 0.9816 0.2747 -2.2170 0.7035 0.6094 1.3414
H 2.4960 -0.3062 -1.1662 -1.9998 1.0899 -0.2555
H 1.0083 -1.1078 -1.3516 -0.9639 -2.3945 0.2379
H -0.7853 1.6671 1.0919 0.6516 -2.0678 -3.7763
H -0.9468 1.2035 -1.0380 0.9521 0.1741 1.3385
H -3.6730 0.4007 0.4477 -1.2440 0.1898 1.6223
```
Positions in Å, forces in eV/Å.



Record 3
This record from the Open Molecules 2025 dataset describes a cluster of 2 separate species, C3H9NO2S in total at a distorted geometry. The level of theory is ωB97M-V/def2-TZVPD.

Results
Relative energy (zero: lowest compared OMol25 entry of this formula, charge and spin)   7.119 eV
Energy   -722.9067 a.u.
LUMO (alpha / beta)   0.025 / 0.025 Ha
E_HOMO (alpha / beta)   -6.86 / -7.49 eV
Spin multiplicity   1

```
16
Properties=species:S:1:pos:R:3:forces:R:3
C 0.9971 1.6635 0.8061 0.7820 0.1167 -1.4162
C 1.3511 0.3206 0.2474 -2.1128 -1.6247 3.1454
C -1.6936 -1.2395 0.2678 0.3805 0.7549 -1.5320
N 0.2995 -1.3619 -1.0021 -0.5456 -0.6359 2.4118
O -2.1284 0.0307 0.2611 0.4514 0.8635 0.7173
O 0.7360 -0.0339 -0.9266 -0.6689 0.6243 -3.0240
S -0.3996 -1.7409 -2.5168 0.3631 -0.4720 0.5055
H 1.1494 1.6175 1.8365 0.2022 -0.0842 1.8505
H 1.6262 2.4644 0.4601 0.0197 0.4451 -0.5248
H -0.0149 1.8466 0.6168 -1.5547 0.7472 -0.3247
H 0.9306 -0.3776 1.0060 0.3151 -0.0070 -0.2406
H 2.3755 0.2026 0.3644 2.2710 -0.6004 -0.8632
H -2.3256 -1.7905 -0.3872 -0.0458 -0.7541 -0.2326
H -1.1216 -1.6895 1.0232 0.3295 -0.1819 1.1953
H -1.6510 0.6401 0.8618 -0.2169 -0.8006 -0.3977
H -0.1307 -0.5521 -2.9184 0.0302 1.6090 -1.2701
```
Positions in Å, forces in eV/Å.



Record 4
This record from the Open Molecules 2025 dataset describes a cluster of 3 separate species, C3H9NO2S in total at a distorted geometry. The level of theory is ωB97M-V/def2-TZVPD.

Results
Relative energy (zero: lowest compared OMol25 entry of this formula, charge and spin)   7.343 eV
Energy   -722.8985 a.u.
LUMO   -0.164 Ha
E_HOMO   -7.93 eV
Spin multiplicity   1

```
16
Properties=species:S:1:pos:R:3:forces:R:3
O -0.7811 -2.1466 0.5874 0.9843 0.8353 2.9028
C -0.6287 -1.8695 1.8293 -3.9364 -2.5455 -1.7547
C 0.3135 -1.0921 2.4410 3.4406 3.5192 0.2420
C -0.0546 1.9945 -2.5837 -0.3568 -0.1710 -1.5708
S 0.8714 1.5078 -1.1163 0.2198 0.4139 -0.1447
N 1.3009 -0.3234 1.7382 -4.2014 -1.2299 5.2092
H -1.3744 -2.3395 2.5889 1.0391 0.5670 -1.2036
H 0.3155 -0.8983 3.5461 0.0911 -0.8845 -1.1367
H 0.4835 2.8187 -3.1466 -0.4384 -0.9171 0.7699
H -0.1982 1.0960 -3.2875 0.1039 1.3847 1.1268
H -1.0675 2.4168 -2.3329 0.9364 -0.4953 -0.0458
H 2.1286 -0.7687 1.7041 4.1890 -1.2218 0.5455
H 1.0672 -0.0730 0.8754 -1.7118 0.9073 -4.9455
H -1.5028 -0.9660 -0.4320 -0.1879 2.7098 -1.6051
H -0.8391 0.4718 -0.9258 -1.4733 -1.5900 0.1707
O -1.6993 -0.0803 -0.9644 1.3018 -1.2820 1.4400
```
Positions in Å, forces in eV/Å.



Record 5
This record from the Open Molecules 2025 dataset describes a cluster of 3 separate species, C3H9NO2S in total at a distorted geometry. The level of theory is ωB97M-V/def2-TZVPD.

Results
Relative energy (zero: lowest compared OMol25 entry of this formula, charge and spin)   4.096 eV
Energy   -723.0178 a.u.
LUMO   -0.024 Ha
E_HOMO   -8.48 eV
Spin multiplicity   1

```
16
Properties=species:S:1:pos:R:3:forces:R:3
C -0.2432 2.0279 0.0111 -2.1763 -0.2859 0.5590
C 2.0699 -1.5677 -0.5887 3.4394 1.2548 -1.8530
C 2.8894 -1.4683 -1.6946 -2.3442 -0.2112 1.0767
N -3.4332 0.2596 2.7487 -0.1727 0.9079 -0.2887
O -0.6420 0.4821 -1.9994 -0.4533 -0.1430 0.1470
O 0.7687 -1.3539 -0.6646 -2.0565 0.8593 -2.3307
S -1.2497 0.9872 -0.7463 1.5517 1.1495 0.1555
H 0.7448 2.2186 -0.3905 -0.0506 0.1444 0.1848
H -0.7246 2.5556 0.8996 1.0471 -0.8135 -1.2120
H 2.5028 -1.5164 0.4323 -0.6140 -0.7796 -0.6088
H -2.6282 -0.2895 3.0234 0.0162 0.0727 -0.2321
H 2.4137 -1.2154 -2.6361 -0.3355 -0.1561 -0.0959
H 3.9091 -1.6917 -1.8557 0.9956 -0.0977 0.8492
H -3.3780 0.5169 1.7372 0.0884 -0.1697 1.5031
H -3.4700 1.0951 3.3670 0.0722 -0.8086 -0.9993
H 0.4707 -1.0402 -1.6435 0.9926 -0.9233 3.1454
```
Positions in Å, forces in eV/Å.



Record 6
This record from the Open Molecules 2025 dataset describes a cluster of 2 separate species, C3H9NO3 in total at a distorted geometry. The level of theory is ωB97M-V/def2-TZVPD.

Results
Relative energy (zero: lowest compared OMol25 entry of this formula, charge and spin)   2.434 eV
Energy   -400.1320 a.u.
SMILES   O=CCNCO.O
LUMO   0.020 Ha
E_HOMO   -8.88 eV
Spin multiplicity   1

```
16
Properties=species:S:1:pos:R:3:forces:R:3
O 0.5359 -1.5884 -0.7613 0.2058 -0.3787 0.7993
C 0.9786 -0.4687 -0.7230 -1.6284 0.2705 -1.6345
C 0.4777 0.6889 0.0993 0.2993 1.2320 1.0723
N 0.2661 0.4576 1.4906 -0.1815 -1.0738 0.6297
C -0.7450 -0.4912 1.9011 0.3719 1.3129 0.6103
O -0.3652 -1.8178 1.8453 -0.2076 -0.6296 -0.0521
H 1.5664 -0.1709 -1.5955 0.8075 0.2740 -0.0168
H -0.4210 1.1631 -0.3316 -0.1352 -0.7562 -0.6841
H 1.1856 1.4946 -0.0554 0.4898 0.1318 0.2709
H 0.5483 1.0566 2.2478 0.4077 0.2894 -0.7791
H -0.9054 -0.2555 2.9491 -0.2430 -0.1825 0.2019
H -1.6724 -0.2502 1.3804 -0.3057 -0.4310 -0.3920
H -0.2696 -2.0623 0.9149 0.1036 -0.0364 -0.0426
H -0.5017 3.3290 -3.5378 0.2169 -0.0505 -0.1957
H -0.4009 1.7767 -3.6331 0.1876 0.1104 -0.2207
O -0.8861 2.5035 -3.2403 -0.3886 -0.0823 0.4332
```
Positions in Å, forces in eV/Å.



Record 7
This record from the Open Molecules 2025 dataset describes a cluster of 2 separate species, C3H9NO3 in total at a distorted geometry. The level of theory is ωB97M-V/def2-TZVPD.

Results
Relative energy (zero: lowest compared OMol25 entry of this formula, charge and spin)   3.429 eV
Energy   -400.0955 a.u.
SMILES   N[C@H](C=O)CO.O
LUMO   0.030 Ha
E_HOMO   -8.56 eV
Spin multiplicity   1

```
16
Properties=species:S:1:pos:R:3:forces:R:3
O -0.6090 1.7856 -0.0804 1.3541 3.2174 0.8474
C -1.0920 0.8800 -0.6525 -1.8673 -0.7874 -1.3278
C -0.9363 -0.4644 -0.0683 5.8462 1.3158 -0.8120
C -0.0086 -0.3626 1.1815 -1.9795 1.2470 -0.8005
O -0.3580 -1.5248 1.7589 -0.1435 -4.7778 1.7722
N -0.0697 -1.2240 -0.9636 -1.2899 0.1249 -0.8841
H -1.6666 1.0791 -1.6053 0.3535 -0.5967 0.3530
H -1.7916 -0.9313 0.1972 -2.7451 -1.6243 0.6162
H 1.0441 -0.2328 0.8798 -0.4736 0.3147 0.4700
H -0.4890 0.3136 1.8366 0.7444 2.1680 0.5657
H 0.1736 -1.9052 2.4642 0.3236 0.6018 -0.1689
H -0.5705 -2.0316 -1.2953 1.3319 -0.3453 -0.2810
H 0.9483 -1.0730 -0.8503 -1.4243 -0.7874 -0.4053
H 2.6131 1.1476 -1.9763 -0.6339 -0.3648 1.8843
H 1.8777 1.7760 -0.8189 -1.9456 3.3397 1.0677
O 2.2883 1.0027 -1.0348 2.5491 -3.0458 -2.8969
```
Positions in Å, forces in eV/Å.



Record 8
This record from the Open Molecules 2025 dataset describes a cluster of 2 separate species, C3H9NO3 in total at a distorted geometry. The level of theory is ωB97M-V/def2-TZVPD.

Results
Relative energy (zero: lowest compared OMol25 entry of this formula, charge and spin)   1.031 eV
Energy   -400.1836 a.u.
SMILES   C[C@H](N)C(=O)O.O
LUMO   0.026 Ha
E_HOMO   -9.29 eV
Spin multiplicity   1

```
16
Properties=species:S:1:pos:R:3:forces:R:3
O 0.3871 1.0376 -2.5075 0.7956 -0.1389 -0.4079
C 0.2549 -0.1096 -2.1871 -1.8131 0.3045 0.4822
O -0.4134 -1.0093 -2.9486 0.8058 -0.6128 -0.2820
C 0.5490 -0.6367 -0.8125 2.0948 0.5694 1.9271
C -0.4300 -1.5742 -0.1213 -0.0829 0.3202 -0.8947
N 0.7789 0.5289 0.0841 -0.6573 0.5351 -0.5840
H -0.2892 -0.7923 -3.8857 -0.3056 0.2931 0.1871
H 1.5570 -1.0820 -0.8031 -0.3404 -0.7466 -0.8933
H -0.5385 -2.5184 -0.6552 -0.0531 0.0765 0.0374
H -1.3831 -1.0435 -0.0929 -0.0997 -0.2968 0.3041
H -0.0457 -1.7654 0.8791 -0.2019 -0.0110 0.0341
H 1.4449 1.1598 -0.3524 -0.2140 0.0068 0.1162
H 1.1409 0.2624 0.9871 0.0566 -0.2892 -0.0215
H -1.3714 2.9267 3.5722 0.1013 -0.0704 0.0646
H -0.9882 1.9331 4.6757 0.0312 0.1650 -0.1280
O -0.6535 2.6830 4.1682 -0.1173 -0.1049 0.0587
```
Positions in Å, forces in eV/Å.



> Look up the energy of the fourth one.

-722.8985 a.u.



> Number 6 is which compound?

C3H9NO3



> Which of these has the highest relative energy (zero: lowest compared OMol25 entry of this formula, charge and spin)?

number 4